{
  "formula": "C33H49BI2N7O5S3SiSn",
  "method": "ωB97M-V with the def2-TZVPD basis set",
  "elements": ["Sn", "O", "C", "C", "C", "C", "C", "C", "C", "O", "N", "N", "C", "C", "C", "C", "C", "C", "N", "H", "H", "H", "H", "H", "H", "H", "H", "H", "H", "C", "N", "C", "C", "N", "B", "N", "C", "C", "N", "C", "C", "S", "C", "S", "H", "H", "H", "H", "H", "H", "H", "H", "H", "H", "H", "H", "C", "C", "C", "C", "O", "Si", "S", "O", "C", "C", "C", "C", "O", "C", "C", "C", "C", "H", "H", "H", "H", "H", "H", "H", "H", "H", "H", "H", "H", "H", "H", "H", "H", "H", "H", "H", "H", "H", "H", "H", "H", "H", "H", "H", "I", "I"],
  "coordinates": [[0.604, 0.735, -1.271], [4.979, 2.666, 2.600], [5.185, 1.338, 2.524], [6.214, 0.799, 3.299], [6.473, -0.557, 3.273], [5.719, -1.412, 2.475], [4.707, -0.881, 1.699], [4.425, 0.487, 1.701], [3.295, 0.953, 0.843], [2.778, 0.155, 0.038], [2.927, 2.241, 1.015], [1.758, 2.501, 0.400], [1.314, 3.696, 0.372], [-0.048, 3.921, -0.138], [-0.628, 5.184, -0.083], [-1.949, 5.332, -0.467], [-2.657, 4.221, -0.896], [-1.995, 3.004, -0.948], [-0.730, 2.859, -0.581], [4.172, 2.859, 2.047], [6.791, 1.472, 3.918], [7.271, -0.956, 3.888], [5.910, -2.475, 2.463], [4.099, -1.521, 1.072], [1.874, 4.535, 0.785], [-0.048, 6.026, 0.271], [-2.423, 6.304, -0.423], [-3.694, 4.289, -1.193], [-2.484, 2.099, -1.289], [4.674, -0.985, -2.282], [4.060, -0.291, -3.409], [4.720, 0.659, -4.156], [3.866, 1.060, -5.121], [2.694, 0.359, -4.981], [1.614, 0.482, -6.145], [0.179, 0.115, -5.706], [-0.537, -0.929, -6.246], [-1.790, -0.889, -5.750], [-1.839, 0.194, -4.897], [-3.018, 0.639, -4.184], [-0.621, 0.787, -4.854], [-0.212, 2.137, -3.893], [2.827, -0.461, -3.932], [1.517, -1.467, -3.370], [5.638, -0.512, -2.105], [4.822, -2.036, -2.521], [4.054, -0.885, -1.396], [5.720, 0.965, -3.913], [3.976, 1.795, -5.895], [1.935, -0.301, -7.012], [1.663, 1.630, -6.508], [-0.081, -1.612, -6.936], [-2.642, -1.521, -5.916], [-3.890, 0.486, -4.820], [-2.900, 1.700, -3.968], [-3.135, 0.097, -3.248], [-1.374, 2.251, 2.898], [-0.838, 0.841, 3.105], [0.601, 0.859, 3.596], [-1.713, 0.097, 4.105], [-0.817, 0.212, 1.816], [-1.787, -0.882, 1.069], [-1.536, -0.700, -1.005], [-3.319, -0.487, 1.527], [-4.604, -0.811, 1.006], [-4.581, -2.108, 0.203], [-5.529, -0.948, 2.209], [-5.038, 0.351, 0.116], [-1.425, -2.411, 1.440], [-1.323, -3.473, 2.379], [-2.531, -3.484, 3.309], [-0.027, -3.294, 3.157], [-1.276, -4.755, 1.557], [-1.417, 2.789, 3.847], [-2.377, 2.208, 2.471], [-0.727, 2.798, 2.216], [0.658, 1.290, 4.598], [1.226, 1.451, 2.932], [0.999, -0.155, 3.628], [-1.679, 0.621, 5.062], [-1.338, -0.913, 4.266], [-2.747, 0.041, 3.770], [-4.306, -2.953, 0.832], [-3.864, -2.046, -0.616], [-5.572, -2.296, -0.215], [-5.156, -1.724, 2.878], [-6.539, -1.213, 1.893], [-5.571, -0.008, 2.762], [-4.403, 0.395, -0.770], [-4.937, 1.290, 0.662], [-6.077, 0.233, -0.198], [-2.615, -2.552, 3.865], [-2.440, -4.305, 4.023], [-3.450, -3.629, 2.741], [-0.060, -2.402, 3.784], [0.808, -3.204, 2.465], [0.155, -4.159, 3.797], [-2.188, -4.852, 0.966], [-1.179, -5.625, 2.208], [-0.421, -4.736, 0.882], [2.203, -3.256, -1.671], [3.002, -5.436, 0.203]],
  "atomic_forces_ev_per_a": [[0.2, 0.3, -0.1], [-0.2, 0.0, -0.1], [0.0, 0.0, -0.1], [0.0, 0.0, 0.0], [0.0, 0.0, 0.0], [0.0, 0.0, 0.0], [0.1, 0.0, 0.0], [0.0, 0.0, 0.0], [0.2, 0.1, 0.0], [-0.3, -0.2, 0.1], [-0.1, 0.0, 0.0], [0.0, -0.1, 0.1], [-0.1, 0.0, 0.0], [0.2, 0.0, 0.1], [0.0, 0.0, 0.0], [0.0, 0.0, 0.0], [0.0, 0.0, 0.0], [0.0, 0.0, -0.1], [0.0, -0.1, 0.0], [0.1, -0.1, 0.1], [0.0, 0.0, 0.0], [0.0, 0.0, 0.0], [0.0, 0.0, 0.0], [0.0, 0.0, 0.0], [0.0, 0.0, 0.0], [0.0, 0.0, 0.0], [0.0, 0.0, 0.0], [0.0, 0.0, 0.0], [0.0, 0.0, 0.0], [0.0, 0.0, 0.0], [0.1, 0.0, 0.1], [0.0, 0.0, -0.1], [0.0, 0.1, 0.1], [0.0, 0.0, -0.2], [0.1, 0.0, 0.1], [0.1, 0.0, 0.1], [0.0, -0.1, -0.1], [0.0, 0.0, -0.1], [0.0, 0.0, 0.1], [0.0, 0.0, 0.0], [0.0, 0.2, 0.0], [0.0, 0.0, 0.0], [-0.2, -0.1, 0.1], [-0.1, 0.2, -0.4], [0.0, 0.0, 0.0], [0.0, 0.0, 0.0], [0.0, 0.0, 0.0], [0.0, 0.0, 0.0], [0.0, 0.0, 0.0], [0.0, 0.0, 0.0], [0.0, 0.0, 0.0], [0.0, 0.0, 0.0], [0.0, 0.0, 0.0], [0.0, 0.0, 0.0], [0.0, 0.0, 0.0], [0.0, 0.0, 0.1], [0.0, 0.0, 0.1], [0.0, 0.0, -0.1], [0.0, 0.1, 0.0], [0.0, 0.0, 0.1], [0.0, -0.2, -0.1], [0.1, 0.1, -0.1], [0.0, 0.1, 0.0], [0.0, -0.1, 0.2], [0.0, 0.0, -0.1], [-0.1, 0.0, 0.0], [0.0, 0.0, 0.0], [0.0, 0.0, 0.0], [-0.2, 0.0, -0.1], [0.1, 0.1, 0.0], [0.0, 0.0, 0.0], [0.0, -0.1, 0.1], [0.0, 0.0, 0.0], [0.0, 0.0, 0.0], [0.0, 0.0, 0.0], [0.0, 0.0, 0.0], [0.0, 0.0, 0.0], [0.1, 0.0, -0.1], [0.0, 0.0, 0.0], [0.0, 0.0, 0.0], [0.0, 0.0, 0.0], [0.0, 0.0, 0.0], [0.0, 0.0, 0.0], [0.0, 0.0, 0.0], [0.0, 0.0, 0.0], [0.0, 0.0, 0.0], [0.0, 0.0, 0.0], [0.0, 0.0, 0.0], [0.0, 0.0, 0.0], [0.0, 0.0, 0.0], [0.0, 0.0, 0.0], [0.0, 0.0, 0.0], [0.0, 0.0, 0.0], [0.0, 0.0, 0.0], [0.0, 0.0, 0.0], [0.1, 0.0, -0.1], [0.0, 0.0, 0.0], [0.0, 0.0, 0.0], [0.0, 0.0, 0.0], [0.0, 0.0, 0.0], [0.2, -0.6, 0.4], [-0.1, 0.2, -0.1]],
  "charge": -1,
  "homo_ev": -4.64,
  "gap_ev": 6.4,
  "molar_mass_da": 1131.42,
  "e_above_lowest_kcal_mol": 0.0
}


{
  "formula": "C33H49Cl4FO17",
  "method": "ωB97M-V with the def2-TZVPD basis set",
  "elements": ["O", "C", "O", "C", "C", "F", "O", "H", "H", "H", "O", "C", "C", "C", "C", "O", "H", "H", "H", "H", "H", "H", "O", "C", "C", "C", "C", "O", "H", "H", "H", "H", "H", "H", "O", "C", "C", "C", "C", "O", "H", "H", "H", "H", "H", "H", "O", "C", "C", "C", "C", "O", "H", "H", "H", "H", "H", "H", "O", "C", "C", "C", "C", "O", "H", "H", "H", "H", "H", "H", "O", "C", "C", "C", "C", "O", "H", "H", "H", "H", "H", "H", "O", "C", "C", "C", "C", "O", "H", "H", "H", "H", "H", "H", "Cl", "C", "Cl", "H", "H", "Cl", "C", "Cl", "H", "H"],
  "coordinates": [[-1.258, -2.041, -0.784], [-0.363, -1.583, -1.408], [-0.262, -0.255, -1.645], [0.743, -0.105, -2.694], [1.579, -1.482, -2.578], [2.672, -1.393, -1.805], [0.650, -2.304, -1.938], [0.231, -0.107, -3.678], [1.296, 0.795, -2.476], [1.881, -1.954, -3.528], [2.981, -1.215, -5.675], [3.974, -0.584, -5.907], [4.834, -0.621, -7.158], [6.165, -0.101, -6.684], [5.828, 0.810, -5.456], [4.564, 0.235, -4.976], [4.787, -1.604, -7.622], [4.271, 0.070, -7.754], [6.907, -0.864, -6.386], [6.747, 0.436, -7.459], [6.635, 0.805, -4.697], [5.668, 1.885, -5.736], [1.587, -1.094, 2.217], [1.461, -1.915, 3.056], [1.010, -3.372, 2.963], [1.118, -3.896, 4.411], [1.212, -2.595, 5.200], [1.789, -1.573, 4.409], [-0.059, -3.404, 2.559], [1.615, -3.962, 2.261], [0.321, -4.522, 4.764], [2.075, -4.464, 4.530], [0.279, -2.157, 5.558], [1.776, -2.779, 6.122], [-2.284, -3.591, 3.435], [-2.341, -2.504, 2.880], [-3.106, -2.170, 1.631], [-2.984, -0.643, 1.453], [-1.728, -0.336, 2.334], [-1.717, -1.397, 3.349], [-2.846, -2.621, 0.694], [-4.120, -2.597, 1.859], [-2.716, -0.323, 0.425], [-3.857, -0.101, 1.795], [-0.796, -0.523, 1.819], [-1.759, 0.625, 2.819], [-2.482, 0.770, -4.082], [-2.788, -0.343, -3.649], [-3.726, -0.753, -2.551], [-4.096, -2.183, -2.911], [-2.848, -2.650, -3.632], [-2.361, -1.461, -4.277], [-3.163, -0.728, -1.621], [-4.619, -0.096, -2.505], [-4.328, -2.812, -2.101], [-4.971, -2.200, -3.530], [-2.080, -3.021, -2.944], [-3.046, -3.445, -4.408], [2.145, 2.436, -0.918], [2.443, 2.092, 0.272], [3.484, 1.117, 0.703], [3.856, 1.765, 2.049], [2.476, 2.350, 2.492], [1.791, 2.690, 1.275], [3.005, 0.089, 0.826], [4.334, 1.024, 0.000], [4.249, 1.225, 2.957], [4.600, 2.552, 1.874], [1.817, 1.667, 2.987], [2.539, 3.235, 3.041], [0.132, 3.046, 5.222], [-1.068, 2.722, 5.336], [-2.061, 3.453, 6.278], [-3.305, 2.613, 6.166], [-3.005, 1.415, 5.256], [-1.646, 1.614, 4.836], [-1.675, 3.646, 7.303], [-2.224, 4.410, 5.794], [-3.678, 2.192, 7.141], [-4.068, 3.110, 5.616], [-3.035, 0.519, 5.817], [-3.655, 1.196, 4.346], [-2.802, 2.997, 2.351], [-2.501, 3.149, 1.180], [-2.678, 4.353, 0.309], [-2.571, 3.743, -1.122], [-1.498, 2.664, -0.836], [-1.770, 2.197, 0.576], [-3.574, 4.959, 0.502], [-1.691, 4.891, 0.496], [-3.468, 3.193, -1.425], [-2.221, 4.507, -1.803], [-1.650, 1.805, -1.500], [-0.419, 3.003, -0.813], [0.140, -6.208, 0.390], [-0.843, -4.755, 0.227], [-2.110, -4.954, -1.022], [-1.425, -4.814, 1.183], [-0.320, -3.811, 0.178], [3.318, 3.371, -5.143], [2.046, 2.445, -4.232], [0.451, 3.130, -4.740], [1.992, 1.399, -4.568], [2.192, 2.570, -3.146]],
  "atomic_forces_ev_per_a": [[-0.5, -0.5, 0.5], [0.4, 1.3, 0.0], [0.9, -1.1, -1.0], [0.3, -1.6, -0.1], [-1.0, 1.4, -1.1], [0.5, 0.3, 0.6], [-0.6, -0.2, 0.3], [0.2, 0.3, 0.5], [0.2, 0.0, 0.0], [-0.3, 0.5, 0.3], [-0.1, 0.6, 0.1], [1.2, -0.6, 0.7], [-0.7, -0.2, 1.0], [1.7, 0.9, -0.1], [-0.3, 0.0, -1.1], [0.3, 0.2, -0.1], [0.1, 0.1, 0.1], [0.1, 0.6, -1.0], [-0.8, -0.1, 0.1], [-0.6, 0.1, 0.3], [-0.9, -0.4, -0.1], [-0.1, -1.1, 0.2], [0.0, 0.6, -1.2], [0.7, -0.2, 2.4], [-1.3, -0.3, -0.1], [1.2, 0.5, -0.6], [-0.3, -0.1, 2.0], [-0.3, -1.2, -2.5], [1.5, 0.2, 0.7], [0.0, 0.5, 0.1], [-0.5, -0.2, -0.1], [-0.7, 0.5, -0.1], [-0.5, -0.6, -0.3], [0.4, 0.4, -0.3], [0.0, 1.3, -0.5], [0.7, -0.6, 0.2], [-1.9, 0.4, 0.2], [1.3, 0.0, 0.1], [-0.9, -1.0, -0.1], [-0.4, -0.4, 0.2], [0.8, -0.8, 0.0], [0.6, 0.8, -0.3], [-0.5, -0.4, 0.6], [-0.1, 0.2, 0.1], [0.1, 0.5, -0.5], [0.2, 0.1, 0.1], [-0.5, -2.3, 1.4], [0.1, 1.9, -1.8], [-0.9, 0.4, 0.3], [0.5, 0.4, -0.4], [-0.3, -0.9, -0.7], [0.7, 0.0, -0.2], [-0.1, 0.2, 0.2], [0.8, -0.2, 0.1], [-0.1, -0.7, 1.3], [-0.3, 0.1, -0.7], [-0.2, 0.1, -0.1], [0.3, 1.0, 0.7], [1.0, -1.5, 3.5], [-2.1, 2.0, -4.6], [0.4, -1.3, 0.8], [-0.5, 0.1, 1.7], [0.5, -0.8, -0.9], [1.0, -0.5, -0.9], [0.5, 1.3, -0.1], [-0.7, 0.2, 0.3], [-0.3, -0.3, -1.4], [-0.4, 0.1, 0.0], [0.1, -0.7, 0.6], [0.2, 1.3, 1.0], [-3.5, -1.3, -0.5], [2.7, 0.8, 1.7], [0.5, -0.2, -0.8], [-1.3, -1.3, 0.7], [0.4, 0.1, -0.9], [1.0, 0.3, -0.5], [0.0, -0.4, -0.9], [0.0, 0.4, 0.1], [0.2, 0.8, -0.9], [-0.9, 0.9, 0.3], [0.2, -1.1, 0.6], [0.8, 1.0, 1.0], [-0.3, 0.4, -0.9], [0.3, -0.7, 2.1], [0.7, 0.0, -0.9], [1.0, -0.3, 1.7], [0.5, -0.3, 0.5], [-0.3, 0.9, -1.9], [0.6, -0.2, 0.2], [-1.4, -0.1, -0.2], [0.0, 0.6, -0.1], [-0.2, -0.2, -0.5], [0.4, 0.2, 0.3], [-1.2, -0.2, -0.3], [0.6, 0.1, -0.4], [-2.0, -1.0, 2.0], [0.5, 0.1, 0.0], [0.5, 0.6, -0.9], [0.3, -0.2, -0.6], [-0.4, -0.7, 0.6], [-0.4, 0.5, -0.7], [0.4, -0.3, 0.5], [0.6, 0.6, 0.2], [0.0, 0.0, -0.7]],
  "charge": 0,
  "homo_ev": -9.86,
  "gap_ev": 10.4,
  "smiles": "O=C1OC[C@@H](F)O1.O=C1CCCO1.O=C1CCCO1.O=C1CCCO1.O=C1CCCO1.O=C1CCCO1.O=C1CCCO1.O=C1CCCO1.ClCCl.ClCCl",
  "molar_mass_da": 878.55
}